1.
Entry from OMol25: a molecular structure, C25H48CoOP4 (the ωB97M-V functional and the def2-TZVPD basis).

The geometry in XYZ format:
```
79
Properties=species:S:1:pos:R:3:mulliken_charge:R:1
Co 0.418 -0.514 -0.492 0.219
P -1.713 -1.173 -0.355 0.500
P 1.424 -2.355 -0.559 1.144
P 0.034 0.166 -2.531 0.841
H 3.323 3.754 1.245 0.321
C 2.366 3.932 0.733 -0.496
C 1.228 4.154 1.415 -0.518
H 1.193 4.071 2.507 0.252
C -2.457 -1.645 1.258 -1.053
C -2.166 -2.650 -1.360 -1.145
C -3.016 0.031 -0.853 -1.182
C 3.009 -2.341 0.371 -0.863
C 0.738 -3.929 0.128 -1.611
C 1.970 -2.950 -2.212 -1.464
C -0.432 1.907 -2.220 -1.230
C -1.212 -0.516 -3.716 -1.578
C 1.380 0.275 -3.759 -0.820
H 2.433 3.974 -0.362 0.244
H 0.288 4.439 0.928 0.276
H -2.394 -0.804 1.960 0.269
H -1.958 -2.522 1.689 0.310
H -3.516 -1.882 1.076 0.640
H -1.585 -3.531 -1.075 0.315
H -2.018 -2.477 -2.430 0.280
H -3.230 -2.853 -1.177 0.508
H -2.947 0.924 -0.220 0.147
H -3.988 -0.453 -0.683 0.590
H -2.950 0.332 -1.903 0.381
H 3.776 -2.821 -0.256 0.565
H 2.910 -2.888 1.317 0.560
H 3.328 -1.315 0.589 -0.395
H 1.129 -4.755 -0.482 0.502
H -0.355 -3.958 0.103 0.282
H 1.081 -4.074 1.158 0.594
H 2.385 -3.962 -2.089 0.624
H 2.746 -2.292 -2.626 0.306
H 1.115 -2.995 -2.903 0.320
H -0.217 2.479 -3.129 0.566
H 0.159 2.316 -1.386 0.127
H -1.500 1.977 -1.983 0.351
H -1.156 0.084 -4.633 0.535
H -2.241 -0.497 -3.351 0.449
H -0.944 -1.549 -3.972 0.437
H 0.987 0.806 -4.634 0.571
H 1.705 -0.729 -4.060 0.422
H 2.231 0.830 -3.355 -0.082
C 3.923 0.826 -1.481 0.758
C 4.915 -0.155 -1.294 -0.448
C 6.044 -0.171 -2.111 -0.749
C 6.223 0.798 -3.098 -0.595
C 5.254 1.789 -3.265 -0.574
C 4.121 1.832 -2.450 -0.237
O 2.811 0.887 -0.663 0.831
H 1.985 0.213 -0.884 -0.474
H 4.811 -0.895 -0.508 0.563
H 6.788 -0.952 -1.951 0.493
H 7.115 0.767 -3.725 0.481
H 5.380 2.547 -4.033 0.481
H 3.367 2.612 -2.565 0.460
C 2.039 0.762 2.205 -0.796
P 0.500 -0.078 1.707 1.597
C 0.459 -1.583 2.797 -1.593
C -0.713 1.015 2.633 0.132
C -0.750 0.962 4.037 -0.974
C -1.638 1.765 4.757 -0.876
C -2.462 2.669 4.082 -0.609
C -2.399 2.759 2.690 -1.093
C -1.523 1.944 1.960 -0.101
H 2.907 0.113 2.056 0.395
H 1.974 1.067 3.256 0.697
H 2.163 1.665 1.595 -0.481
H 1.385 -1.643 3.386 0.371
H -0.397 -1.539 3.483 0.642
H 0.367 -2.508 2.213 0.015
H -0.083 0.281 4.569 0.436
H -1.670 1.678 5.842 0.455
H -3.143 3.305 4.645 0.435
H -3.031 3.470 2.157 0.469
H -1.439 2.055 0.873 0.880
```

<S²>: 6.039
Charge: +3
HOMO-LUMO gap (alpha / beta): 8.06 / 3.84 eV
Energy relative to the best compared isomer or geometry (same formula, charge and spin): 14.3 kcal/mol
LUMO level (alpha / beta): -8.597 / -12.829 eV
Spin multiplicity: 5


2.
Entry from OMol25: 3 unconnected molecules or ions with the total composition C25H48FN4O4S (the ωB97M-V functional and the def2-TZVPD basis).

The geometry in XYZ format:
```
83
Properties=species:S:1:pos:R:3:mulliken_charge:R:1
C 2.814 2.237 1.665 -0.672
C 2.283 1.076 2.498 -0.494
C 3.226 0.606 3.580 -0.196
F 4.321 0.010 2.953 -0.359
C 3.837 1.692 4.436 -0.214
C 4.630 1.327 5.700 -0.853
C 5.000 2.764 6.105 -0.529
N 3.651 3.369 5.956 -0.074
S 3.166 4.698 6.940 -0.064
C 2.974 2.768 5.046 0.742
O 1.751 3.069 4.751 -0.279
N 1.603 4.430 4.076 0.310
O 0.971 5.103 4.705 -0.151
H 3.650 1.931 1.049 0.362
H 2.030 2.572 0.995 -0.205
H 3.102 3.086 2.274 0.289
H 1.292 1.284 2.887 0.372
H 2.171 0.236 1.822 0.431
H 2.791 -0.174 4.201 0.400
H 4.497 2.272 3.781 0.441
H 3.858 1.019 6.401 0.364
H 5.421 0.599 5.638 0.410
H 5.381 2.840 7.107 0.494
H 5.659 3.129 5.328 0.275
H 4.227 4.716 7.766 0.222
C -3.597 1.619 -2.708 -1.811
C -2.802 1.740 -1.393 1.743
C -3.426 2.828 -0.520 -1.272
C -3.191 4.231 -1.069 -0.530
C -1.700 4.484 -1.293 -1.212
C -0.989 3.397 -2.106 1.720
N -1.358 2.017 -1.662 0.564
O -0.678 1.711 -0.609 -0.534
C -1.299 3.571 -3.606 -1.753
C 0.518 3.623 -2.006 -1.681
C -2.971 0.384 -0.718 -1.651
H -4.565 1.157 -2.516 0.490
H -3.817 2.572 -3.181 0.325
H -3.070 0.990 -3.427 0.304
H -3.010 2.770 0.492 0.315
H -4.497 2.643 -0.421 0.378
H -3.747 4.382 -1.998 0.315
H -3.580 4.967 -0.363 0.405
H -1.567 5.446 -1.791 0.375
H -1.217 4.576 -0.314 0.317
H -0.899 2.737 -4.183 0.367
H -0.835 4.483 -3.981 0.476
H -2.359 3.665 -3.828 0.313
H 0.869 3.650 -0.975 0.089
H 0.775 4.584 -2.450 0.449
H 1.075 2.850 -2.537 0.459
H -2.523 -0.408 -1.320 0.228
H -4.028 0.152 -0.596 0.488
H -2.528 0.349 0.276 0.319
C 1.112 -3.970 -2.473 -1.935
C -0.369 -3.566 -2.327 1.899
C -0.687 -3.333 -0.850 -0.944
C -0.712 -4.629 -0.043 -0.664
C -1.676 -5.638 -0.668 -1.289
C -1.462 -5.870 -2.167 1.639
N -1.268 -4.595 -2.921 0.471
O -2.420 -4.061 -3.155 -0.608
C -0.257 -6.805 -2.392 -1.720
C -2.659 -6.647 -2.710 -1.800
C -0.485 -2.250 -3.088 -1.943
H 1.753 -3.108 -2.288 0.463
H 1.434 -4.731 -1.767 0.315
H 1.322 -4.325 -3.483 0.371
H -1.660 -2.839 -0.757 0.190
H 0.048 -2.644 -0.425 0.350
H 0.291 -5.057 0.037 0.375
H -1.030 -4.412 0.980 0.388
H -1.596 -6.592 -0.143 0.412
H -2.698 -5.282 -0.501 0.392
H -0.021 -6.882 -3.454 0.376
H -0.489 -7.808 -2.033 0.471
H 0.642 -6.502 -1.861 0.280
H -3.603 -6.146 -2.503 0.368
H -2.703 -7.626 -2.236 0.426
H -2.578 -6.795 -3.788 0.446
H -0.272 -2.389 -4.149 0.488
H 0.230 -1.526 -2.698 0.424
H -1.472 -1.799 -2.994 0.345
```

<S²>: 2.008
Charge: +1
HOMO-LUMO gap (alpha / beta): 4.61 / 5.48 eV
Energy relative to the best compared isomer or geometry (same formula, charge and spin): 0.0 kcal/mol
LUMO level (alpha / beta): -5.046 / -5.046 eV
Spin multiplicity: 3


3.
Entry from OMol25: a molecular structure, C25H48HfP2 (the ωB97M-V functional and the def2-TZVPD basis).

The geometry in XYZ format:
```
76
Properties=species:S:1:pos:R:3:mulliken_charge:R:1
Hf -0.354 -0.680 -1.629 -0.920
C -1.972 1.575 0.117 0.665
C -2.322 0.634 -0.940 1.901
C -2.265 -0.486 1.104 0.494
C -1.971 0.876 1.340 0.625
C -2.503 -0.676 -0.297 0.432
C -1.896 3.041 -0.041 -1.875
H -1.553 3.329 -1.045 0.260
H -1.197 3.477 0.688 0.326
H -2.869 3.541 0.118 0.390
C -1.884 1.511 2.687 -2.155
H -1.714 2.589 2.618 0.386
H -1.095 1.064 3.313 0.397
H -2.840 1.370 3.212 0.396
C -2.515 -1.500 2.155 -1.949
H -3.595 -1.645 2.321 0.371
H -2.081 -1.187 3.113 0.446
H -2.092 -2.478 1.882 0.338
C -3.246 -1.825 -0.904 -1.059
H -4.322 -1.605 -1.020 0.323
H -3.153 -2.736 -0.289 0.438
H -2.874 -2.100 -1.907 0.114
C -3.087 1.076 -2.138 -1.568
H -4.076 1.462 -1.837 0.391
H -3.264 0.270 -2.862 0.392
H -2.572 1.885 -2.673 0.339
C 1.530 0.327 -2.256 0.506
C 0.411 1.214 -2.472 1.141
C -0.045 1.508 -3.898 -1.117
C -0.902 0.383 -4.555 -1.540
C -1.048 -0.896 -3.728 -0.117
C 0.107 -1.766 -3.522 0.162
C 1.449 -1.379 -4.158 -1.195
C 2.261 -0.299 -3.426 -1.416
H 0.822 1.742 -4.539 0.437
H -0.511 0.138 -5.555 0.574
H -0.637 2.441 -3.904 0.523
H 2.607 0.484 -4.130 0.526
H 2.210 0.558 -1.438 0.023
H 0.336 2.082 -1.793 0.234
H 3.207 -0.740 -3.055 0.432
H 2.085 -2.273 -4.261 0.586
H -0.100 -2.846 -3.540 0.600
H 1.255 -1.054 -5.187 0.338
H -1.903 0.792 -4.758 0.468
H -2.029 -1.377 -3.859 0.741
P 2.224 2.675 0.465 1.041
C 1.747 3.275 2.137 -1.270
H 2.568 3.839 2.604 0.462
H 1.485 2.409 2.765 0.334
H 0.848 3.903 2.047 0.311
C 3.966 2.155 0.726 -1.382
H 4.563 2.962 1.181 0.478
H 4.396 1.854 -0.244 0.328
H 3.954 1.271 1.384 0.335
C 2.391 4.204 -0.525 -1.333
H 2.569 3.914 -1.571 0.349
H 3.210 4.841 -0.168 0.445
H 1.442 4.755 -0.494 0.336
P 0.959 -3.202 -0.706 1.311
C -0.072 -4.619 -1.227 -1.384
H 0.557 -5.450 -1.576 0.464
H -0.737 -4.295 -2.038 0.287
H -0.697 -4.960 -0.389 0.428
C 2.539 -3.581 -1.569 -1.526
H 2.392 -3.618 -2.654 0.315
H 2.918 -4.553 -1.212 0.534
H 3.300 -2.813 -1.364 0.313
C 1.368 -3.718 0.997 -1.358
H 1.944 -4.655 0.984 0.489
H 0.433 -3.873 1.545 0.392
H 1.946 -2.941 1.505 0.397
C 0.877 -0.586 0.286 -1.778
H 0.766 0.474 0.594 -0.275
H 1.961 -0.721 0.166 0.794
H 0.580 -1.191 1.163 0.360
```

Charge: +2
HOMO-LUMO gap (alpha / beta): 4.25 / 4.25 eV
LUMO level (alpha / beta): -8.990 / -8.964 eV


| no. | E_tot (hartree) |
| --- | --- |
| 1 | -3803.72781 |
| 2 | -1998.89971 |
| 3 | -1711.32886 |